(1)
Computed, not measured: C15H29AlCl3F2NO5 as an isolated structure in a non-equilibrium geometry, with wB97M-V/def2-TZVPD.

The calculation puts the electronic energy at -77342.58846 eV. For the gap between HOMO and LUMO, the calculation gives 1.41 eV.

Each line ends with the natural charge from an NBO analysis.
CARTESIAN COORDINATES (ANGSTROEM)
C  5.18946  0.31386  -0.03577  -0.746
C  5.10060  -0.88358  0.87598  0.808
O  4.78320  -0.77257  2.03289  -0.579
O  5.46593  -2.08564  0.37400  -0.498
C  4.58623  -2.62395  -0.60628  -0.035
C  3.73145  -3.71463  0.01816  -0.470
C  2.49247  -3.14217  0.68345  -0.351
C  1.29545  -2.73576  -0.21773  -0.563
C  0.47746  -1.65958  0.41721  0.443
C  1.09846  -0.24357  0.47303  -0.333
N  1.34721  0.21834  -0.86847  -0.723
C  -0.99314  -1.61653  0.07140  -0.666
C  -1.33706  -2.23025  -1.25908  0.882
O  -1.51474  -3.37625  -1.48529  -0.496
F  -1.40916  -1.31200  -2.24117  -0.325
H  6.21005  0.69658  -0.00550  0.266
H  4.93624  0.09330  -1.07075  0.219
H  4.53659  1.09764  0.34333  0.236
H  5.11571  -3.02284  -1.46427  0.254
H  3.93441  -1.80833  -0.97091  0.118
H  3.48985  -4.51398  -0.68201  0.246
H  4.38214  -4.15893  0.79959  0.256
H  2.74335  -2.34483  1.39062  0.235
H  2.20114  -4.01646  1.30774  0.026
H  0.70077  -3.62708  -0.41551  0.255
H  1.70640  -2.40501  -1.17340  0.281
H  2.01943  -0.21054  1.05587  0.237
H  0.39328  0.43478  0.95210  0.240
H  2.19504  -0.15152  -1.27783  0.373
H  0.56751  0.12213  -1.50821  0.383
H  -1.54255  -2.21504  0.81499  0.303
H  -1.36791  -0.60097  0.19192  0.294
C  -4.10068  2.08848  -1.03458  -0.432
C  -3.42680  3.41244  -0.67416  -0.442
C  -2.75062  3.07558  0.64375  -0.073
O  -2.41310  1.67216  0.57312  -0.579
C  -3.07134  1.08173  -0.54419  -0.072
H  -4.32575  1.98105  -2.09479  0.218
H  -5.03154  1.97935  -0.47533  0.212
H  -2.67915  3.67201  -1.42585  0.215
H  -4.12055  4.24582  -0.58132  0.253
H  -3.42444  3.21992  1.48632  0.196
H  -1.84458  3.65610  0.81405  0.188
H  -2.31103  0.87769  -1.31090  0.147
H  -3.51254  0.13168  -0.22305  0.164
Al  3.06610  -5.11039  2.49810  0.971
C  -5.95182  1.78177  2.46174  -0.418
Cl  -7.05153  1.51933  3.82306  -0.035
Cl  -5.94810  3.46234  1.90302  0.034
H  -4.94744  1.52346  2.78061  0.210
H  -6.26858  1.14056  1.64514  0.206
F  5.97557  -4.74840  -0.07345  -0.914
O  -1.02156  5.24744  -2.65728  -0.932
H  -0.41610  4.55874  -2.94852  0.463
H  -1.30403  5.67919  -3.46998  0.472
Cl  -5.65561  6.34731  2.36439  -0.626

(2)
Computed, not measured: an isolated ion of composition C5H4N3OS and charge +1 in a non-equilibrium geometry, with wB97M-V/def2-TZVPD.

Its net charge is +1. The calculation puts the electronic energy at -22591.32591 eV. For the gap between HOMO and LUMO, the calculation gives 8.58 eV. The value obtained for the energy above the lowest of the compared OMol25 structures with the same formula, charge and spin is 28.9 kcal/mol.

Each line ends with the natural charge from an NBO analysis.
CARTESIAN COORDINATES (ANGSTROEM)
C  -1.19496  1.95048  0.99973  0.107
C  -0.07104  1.29580  1.62508  -0.017
C  -0.59484  -1.91896  -1.88458  -0.536
C  0.53982  -1.95100  -1.22766  0.659
C  -1.24344  0.18854  -0.45424  0.191
N  -1.77159  1.36262  -0.02371  -0.373
N  0.54035  0.32375  0.99613  -0.150
N  -0.05779  -0.21882  0.03211  -0.236
O  1.64895  -2.33341  -0.69972  -0.547
S  -1.95600  -0.81838  -1.64485  0.529
H  -1.62981  2.72217  1.58373  0.237
H  0.41508  1.87089  2.44372  0.242
H  -0.73940  -2.49649  -2.91807  0.347
H  2.13953  -1.49802  -0.50641  0.548